Record 1
A molecular structure, C31H42N3PZn in a non-equilibrium geometry, computed with wB97M-V/def2-TZVPD.

```
78
Properties=species:S:1:pos:R:3
Zn 0.0785 -0.2759 -1.2295
P 3.4846 -1.0824 0.5144
N 3.5998 2.1824 -0.9182
N -1.0691 -2.7608 -2.3955
N 0.9904 -3.0967 -2.9708
C -2.1679 -3.1266 -1.5954
C 5.4952 0.9584 -1.6571
C 0.8824 2.3753 2.6220
C -4.5386 -3.4994 -1.4982
C 1.8736 -1.7737 0.9140
C -3.0930 -4.3967 0.2232
C -3.6245 -2.0275 -3.3100
C -0.9662 0.6026 2.2366
C -2.9935 -0.6741 1.3117
C -1.6090 1.1667 0.0853
C -0.8757 -0.0653 3.5562
C 3.6229 0.4242 1.4939
C -1.8975 0.3199 1.2207
C -0.6429 2.1396 0.5679
C -2.6307 1.5294 -0.9345
C -0.8862 -2.9970 -3.7948
C 4.8206 -0.2266 -1.5232
C -3.4440 -2.9137 -2.1439
C -0.0963 3.2266 -0.2091
C 4.8026 2.1458 -1.4302
C -0.6233 -4.0322 0.2240
C 2.7853 1.1767 -1.1143
C 3.3717 -0.3288 -1.1563
C 0.3617 -2.6306 -4.0683
C -5.5715 -4.9407 0.2640
C 1.4611 1.5666 -1.2230
C -1.9565 -3.8514 -0.4086
C 0.2647 -2.4288 -2.1121
C -0.1669 1.7085 1.8228
C -4.3661 -4.2473 -0.3308
C 4.8098 -2.2202 0.9312
H 1.1840 -1.7230 0.0368
H 3.4852 0.2172 2.5572
H 2.8200 1.1040 1.1927
H -5.5108 -4.9800 1.3636
H -3.1499 -2.4013 -4.2129
H 0.1733 4.1091 0.3743
H -4.6773 -1.8931 -3.5681
H 5.5898 -2.2306 0.1532
H 4.4179 -3.2444 1.0675
H -5.6476 -5.9764 -0.1132
H -0.3838 -3.1828 0.8759
H 0.1602 -4.1191 -0.5258
H 1.0584 1.5270 -2.2856
H 1.5168 3.0258 2.0102
H -3.1883 -1.0435 -3.1127
H 0.6535 -1.9626 -4.8565
H -6.4819 -4.4027 -0.0358
H 0.4242 3.0023 3.4002
H -2.1824 2.0591 -1.7804
H 5.2599 3.1066 -1.6388
H 1.0410 2.7212 -0.7981
H -5.5407 -3.3909 -1.8877
H 4.5793 0.9037 1.2578
H -1.3415 -1.0556 3.5289
H -1.3872 0.5112 4.3415
H 5.3911 -1.1323 -1.7386
H -3.1254 0.6358 -1.3280
H -1.6987 -3.3804 -4.4193
H -0.5919 -4.9311 0.8600
H -3.8704 -0.3113 1.8752
H 6.5642 1.0565 -1.9202
H -3.4283 2.1841 -0.5288
H -2.9969 -4.9799 1.1511
H -0.6890 3.4591 -1.0903
H 5.2639 -1.8980 1.8868
H 1.5282 1.6514 3.1346
H -2.6607 -1.5946 1.8136
H 1.9530 -2.8386 1.1568
H 1.4323 -1.2341 1.7643
H -3.3497 -0.9656 0.3168
H 2.8408 -1.0554 -1.8080
H 0.1672 -0.1876 3.8768
```

Computed properties:
- Highest occupied orbital energy (alpha / beta): 1.51 / 1.51 eV
- LUMO energy (alpha / beta): 4.3 / 4.3 eV
- Orbital gap (alpha / beta): 2.8 / 2.8 eV
- Relative energy (zero: lowest compared OMol25 entry of this formula, charge and spin): 176.8 kcal per mole
- Total charge: -2

=====

Record 2
A molecular structure, C31H42N4O2PdSSi, computed with wB97M-V/def2-TZVPD.

```
82
Properties=species:S:1:pos:R:3
Pd -0.5138 -0.6997 0.1730
S -2.0131 -2.3593 -0.4415
Si -0.3569 0.0003 2.3305
O 2.3324 -0.5531 0.6020
O -1.5732 2.5110 -1.5735
N -0.6330 1.7312 -0.8874
N 1.3701 0.1370 0.1013
N -2.0075 -3.3198 2.0161
N -0.2172 -4.0126 0.7694
C 1.3585 -2.2152 2.9863
C 0.5776 2.0068 -1.1932
C -0.2295 -1.6267 4.6846
C -3.5324 -5.9774 3.0745
C 2.2380 3.8352 2.8985
C -2.0475 -5.6371 2.9604
C -1.7030 -4.1615 3.1625
C 0.9433 3.0708 -2.1874
C 1.8567 -3.2192 3.8081
C -4.6505 1.0104 3.9656
C 0.1593 -6.3734 -1.0198
C 1.3833 -6.9784 -0.3413
C 0.2771 -2.6209 5.5125
C 0.3546 -4.9271 -1.4696
C 3.0759 1.6717 -0.5923
C 0.9398 3.9334 2.4162
C -2.1148 0.4062 2.9090
C -4.5361 0.2841 2.7910
C -2.2552 1.1529 4.0846
C -1.3244 -3.2740 0.8702
C 0.3009 -1.4019 3.4122
C 1.6459 1.2316 -0.5480
C -3.2826 -0.0129 2.2697
C 0.7262 -3.9662 -0.3463
C -4.4287 -5.3284 2.0241
C -3.5038 1.4480 4.6126
C 2.7554 2.5956 3.2430
C 0.1661 2.7912 2.2772
C 1.3209 -3.4235 5.0740
C 1.9789 1.4538 3.1015
C 0.6738 1.5341 2.6170
H -5.6270 1.2448 4.3707
H -4.0288 -5.4709 1.0177
H -1.4968 -6.2109 3.7106
H 1.7208 -4.1971 5.7181
H -4.5420 -4.2556 2.1850
H -0.6492 -4.0414 3.4229
H -0.1050 -6.9744 -1.8927
H -5.4291 -5.7616 2.0527
H 3.1686 2.7137 -0.8906
H 2.8451 4.7257 3.0067
H -1.6704 -5.9602 1.9841
H -2.2557 -3.7489 4.0078
H 1.1485 -4.8777 -2.2211
H -3.6358 -7.0632 3.0059
H -0.6996 -6.4283 -0.3446
H 2.2666 -6.8933 -0.9782
H 3.5063 1.5394 0.4012
H -2.8463 -2.7651 2.0295
H -1.3705 1.5202 4.5950
H -5.4254 -0.0460 2.2673
H -1.0539 -1.0185 5.0409
H 0.1382 -4.3910 1.6350
H 1.8816 2.8332 -2.6816
H -0.8429 2.8770 1.8900
H 1.2300 -8.0356 -0.1225
H 1.8009 -2.0301 2.0117
H 2.4014 0.4885 3.3534
H 3.6691 1.0517 -1.2705
H 2.6849 -3.8303 3.4667
H -3.5812 2.0256 5.5254
H -0.5572 -4.5663 -1.9496
H 1.0584 4.0336 -1.6839
H 3.7686 2.5142 3.6174
H 0.5309 4.8996 2.1467
H -3.2192 -0.5608 1.3363
H 0.7819 -2.9425 -0.7155
H -0.1454 -2.7692 6.4991
H 1.6136 -6.4818 0.6042
H -3.8830 -5.7029 4.0747
H -2.4058 2.1650 -1.2383
H 1.7065 -4.2034 0.0671
H 0.1546 3.1757 -2.9279
```

Computed properties:
- Highest occupied orbital energy (alpha / beta): -7.22 / -7.22 eV
- LUMO energy (alpha / beta): 0.1 / 0.1 eV
- Orbital gap (alpha / beta): 7.3 / 7.3 eV
- Relative energy (zero: lowest compared OMol25 entry of this formula, charge and spin): 0.0 kcal per mole

=====

Record 3
A molecular structure, C31H42N4ORuSb in a non-equilibrium geometry, computed with wB97M-V/def2-TZVPD.

```
80
Properties=species:S:1:pos:R:3
Sb -0.1356 -3.0774 0.0924
Ru -0.1699 -0.4675 0.2450
O 1.8132 -0.1653 -0.1295
N -2.1489 0.1169 -0.1160
N -0.0089 1.5285 0.0309
N -0.2350 -0.2079 2.2248
N 1.2448 2.0704 0.0252
C -0.7749 -3.5950 -1.9097
C -4.5144 -0.1574 -0.2012
C -1.4884 -4.0543 1.4538
C 2.2074 0.7563 3.3082
C 1.0634 0.4489 5.5364
C -1.3116 -0.4520 4.3295
C 3.9995 2.7483 0.0556
C -0.4271 -5.0239 -2.3193
C 4.4971 0.3930 -0.0987
C 1.0363 0.3675 4.1622
C -1.2208 -0.3417 5.6981
C -0.1676 -0.0995 3.5364
C -2.5717 -0.8953 3.6411
C -0.1650 -2.5759 -2.8703
C 5.3556 3.0277 0.0887
C -1.0602 3.7435 0.0071
C 6.2826 1.9937 0.0290
C -3.2305 -0.6628 -0.2069
C 5.8538 0.6768 -0.0657
C 1.6602 -5.5561 0.5481
C -2.3054 1.4616 -0.0313
C 1.7685 -4.0599 0.2718
C 2.6192 -3.3318 1.3149
C 3.5661 1.4263 -0.0372
C -3.5693 2.0295 -0.0179
C -1.9412 -5.4404 1.0055
C -1.0703 2.2535 0.0093
C -4.6844 1.2139 -0.0989
C -0.0461 0.1008 6.3066
C 2.1279 1.0911 -0.0487
C -0.8797 -4.0394 2.8568
H -0.5687 -2.7154 -3.8766
H -0.7953 -5.2232 -3.3296
H -5.3589 -0.8264 -0.2842
H 0.0044 0.1750 7.3849
H -0.8642 -5.7712 -1.6572
H -2.3494 -1.5609 2.8039
H 1.9749 1.6492 2.7216
H -0.0360 4.0980 -0.0312
H -1.6066 4.1399 -0.8506
H 2.2152 -3.4715 2.3207
H 1.0457 -6.0784 -0.1835
H -0.3652 -1.5464 -2.5719
H -3.1125 -0.0363 3.2319
H 0.9199 -2.6945 -2.9333
H 2.4618 -0.0331 2.5977
H 1.9689 0.7909 6.0230
H -3.0463 -1.7260 -0.2874
H -1.5325 4.1291 0.9142
H -2.3480 -3.3776 1.4457
H 4.1486 -0.6279 -0.1755
H 2.6589 -6.0014 0.5184
H 7.3418 2.2160 0.0548
H -0.5221 -3.0470 3.1441
H -1.8624 -3.4747 -1.8982
H -0.0432 -4.7353 2.9364
H 6.5767 -0.1275 -0.1152
H 3.2662 3.5420 0.1021
H -3.2354 -1.4121 4.3331
H -2.6530 -5.8530 1.7272
H 2.2014 -3.8988 -0.7190
H -5.6778 1.6430 -0.0900
H 3.6371 -3.7317 1.3128
H -2.4380 -5.4148 0.0346
H -3.6672 3.1038 0.0583
H 3.0829 0.9689 3.9189
H 1.2508 -5.7510 1.5400
H 0.6545 -5.1751 -2.3375
H -1.1045 -6.1371 0.9404
H -1.6274 -4.3445 3.5950
H 5.6929 4.0535 0.1603
H 2.6780 -2.2602 1.1172
H -2.0766 -0.6055 6.3082
```

Computed properties:
- Highest occupied orbital energy (alpha / beta): -10.23 / -10.85 eV
- 2S+1: 5
- LUMO energy (alpha / beta): -3.2 / -4.4 eV
- Orbital gap (alpha / beta): 7.0 / 6.5 eV
- Expectation value of S²: 6.068
- Total charge: +1

=====

Record 4
A molecular structure, C31H43Br2NOReSi4Te2 in a non-equilibrium geometry, computed with wB97M-V/def2-TZVPD.

```
85
Properties=species:S:1:pos:R:3
Re 0.1324 0.8872 -1.1815
Te 0.4271 2.3389 -3.3642
Te 1.0300 0.6265 1.1747
Br -4.9131 0.1987 -1.6364
Br -3.1342 -4.5290 -4.2108
Si -0.5579 -0.5281 2.8902
Si -1.9795 -2.7451 2.1416
Si -2.1873 1.0449 3.8749
Si 1.2795 -1.8759 4.2954
O -1.8774 0.4658 -1.0941
N 0.1282 -1.1009 -1.7944
C -0.5241 -3.6588 1.3163
C 2.5998 -2.5927 3.1204
C 1.8222 5.0111 -2.6303
C -2.8237 -3.4416 3.6921
C 0.4800 -3.2635 5.3344
C 1.9399 -0.4644 5.3818
C -2.1805 -0.5746 -1.8075
C -3.8500 0.7659 2.9786
C 0.4019 6.5251 -4.4740
C 4.9190 2.0621 -5.2775
C -1.3958 -2.7047 -2.8205
C -0.3159 -3.5944 -2.9807
C -3.2659 -2.2513 0.8477
C -1.1336 -1.4779 -2.1712
C 4.7791 2.2785 -3.9156
C 3.8047 1.7806 -6.0508
C -2.2970 0.3944 5.6612
C -1.7596 2.9003 3.8101
C 2.1682 6.3296 -2.8641
C 0.7783 4.4506 -3.3441
C 2.5465 1.7600 -5.4746
C 2.5295 -1.5175 -1.6385
C 0.9301 -3.2069 -2.5645
C 0.0574 5.2014 -4.2580
C 1.1441 -1.9386 -2.0026
C -3.4860 -0.9100 -2.1958
C 3.5259 2.2345 -3.3272
C 2.4081 2.0054 -4.1179
C 1.4679 7.0840 -3.7898
C -3.7398 -2.0747 -2.9134
C -2.7265 -2.9511 -3.2330
H -0.2960 -2.8878 5.9932
H 2.2241 -3.4118 2.5165
H 5.8946 2.1146 -5.7353
H -2.4692 3.4695 4.4072
H -0.4888 -4.5632 -3.4239
H 1.7743 -3.8715 -2.6543
H 3.9004 1.6056 -7.1109
H 3.4407 -2.9737 3.6954
H 1.1736 -0.0682 6.0397
H 2.3232 0.3499 4.7756
H -3.6501 -2.8032 3.9913
H 0.0609 -4.0616 4.7304
H -2.5242 -0.6638 5.7014
H 1.7655 8.1010 -3.9878
H 0.0798 -2.9553 0.7462
H 3.4323 2.3974 -2.2582
H -2.7618 -1.9086 -0.0473
H -3.8953 -3.0946 0.5698
H -1.8187 3.2850 2.7968
H 2.7556 -0.8165 6.0093
H -0.8824 -4.4195 0.6268
H -4.2737 -0.2094 3.1971
H 2.3702 4.4365 -1.8974
H -3.2420 -4.4229 3.4742
H -0.7699 4.7656 -4.8047
H -3.9169 -1.4557 1.1918
H -2.1642 -3.5480 4.5442
H 1.2307 -3.7234 5.9742
H -3.0946 0.9118 6.1816
H -4.5658 1.5073 3.3223
H -0.1552 7.1032 -5.1957
H 3.0000 6.7580 -2.3295
H 2.9768 -1.8231 2.4535
H -1.3904 0.5670 6.2272
H 0.1209 -4.1480 2.0375
H 2.8600 -2.0310 -0.7360
H -0.7689 3.1139 4.1981
H 3.2128 -1.7867 -2.4415
H -4.7541 -2.3021 -3.2010
H 1.6753 1.5710 -6.0881
H 5.6427 2.5047 -3.3074
H 2.5841 -0.4369 -1.4711
H -3.7681 0.8807 1.9022
```

Computed properties:
- Highest occupied orbital energy (alpha / beta): -12.41 / -12.40 eV
- 2S+1: 2
- LUMO energy (alpha / beta): -7.6 / -7.6 eV
- Orbital gap (alpha / beta): 4.8 / 4.8 eV
- Expectation value of S²: 0.829
- Total charge: +2

=====

Record 5
A molecular structure, C31H43BrIrN5OS2Si, computed with wB97M-V/def2-TZVPD.

```
85
Properties=species:S:1:pos:R:3
Ir 0.2176 -0.1314 0.2247
Br -0.8764 -1.8649 -1.6080
S 7.6759 0.1766 0.2716
S -1.0820 1.1511 1.6493
Si -1.9432 -3.3021 -3.2434
O -0.8337 1.2838 -1.4902
N 1.8099 0.2272 -1.1396
N 1.7634 -0.0664 1.5084
N 6.6635 0.2387 -0.9769
N 6.6205 0.0799 1.4806
N -0.8043 -1.2580 1.5531
C -0.4556 -1.6438 -5.0842
C -1.5022 -0.4121 2.3267
C -3.6856 -4.4172 -1.2733
C 1.7047 -0.1164 2.8384
C 4.1453 0.3406 -2.6303
C -2.8522 -1.1363 -4.8670
C 1.7614 0.3366 -2.4673
C -1.8315 -2.2834 -4.8488
C 3.0168 0.1600 -0.5237
C -0.8585 -2.5857 1.7267
C -1.6327 -3.0973 2.7446
C 2.9113 0.3941 -3.2431
C -2.3429 -2.2270 3.5719
C 5.4391 0.1808 -0.4759
C -2.5705 2.3107 -2.8610
C -2.2746 1.4223 -1.6783
C -2.2840 -0.8571 3.3774
C 2.9911 0.0214 0.9225
C -3.6842 -3.4728 -2.4845
C 5.4139 0.0889 0.9343
C 0.4851 -4.6548 -3.9162
C 4.1672 0.0128 1.6680
C -4.2843 -2.1437 -1.9974
C -2.1383 -3.2289 -6.0294
C -0.4590 -5.2679 -1.7263
C -1.6079 -6.0122 -3.8170
C -0.8354 -4.8505 -3.1569
C 2.8416 -0.1145 3.6381
C 4.0884 -0.0622 3.0612
C -4.6193 -4.0625 -3.5611
C 4.2105 0.2258 -1.2402
H -2.6248 0.4043 -1.8364
H -0.2852 -3.1977 1.0450
H -0.4546 2.1723 -1.4557
H 1.0902 -5.5572 -3.7957
H -1.3169 -5.4420 -1.0812
H -0.9540 -6.8876 -3.8525
H -0.2554 -0.8739 -4.3372
H 2.7177 -0.1585 4.7105
H -4.2631 -5.0124 -3.9623
H -2.1720 -2.6377 -6.9484
H 0.3684 -2.3527 -5.0778
H 0.3430 -4.5055 -4.9855
H 0.1050 -6.2027 -1.7821
H -2.7163 -0.4570 -4.0210
H -2.4966 -6.2965 -3.2543
H -3.6492 2.4025 -2.9914
H 0.7288 -0.1598 3.2945
H -2.8266 -0.1589 3.9984
H -5.3014 -2.3388 -1.6471
H -2.7119 1.8021 -0.7544
H -3.7230 -1.7352 -1.1548
H -1.3699 -3.9898 -6.1639
H -3.0136 -4.0686 -0.4847
H -3.4198 -5.4417 -1.5293
H -2.1779 3.3186 -2.7108
H 4.9941 -0.0679 3.6524
H 5.0628 0.3852 -3.2030
H -1.6814 -4.1666 2.8898
H -3.1018 -3.7313 -5.9342
H -2.9474 -2.6299 4.3735
H 1.0639 -3.8167 -3.5203
H -2.7067 -0.5561 -5.7824
H 0.1881 -4.5254 -1.2555
H -4.3497 -1.3830 -2.7718
H -2.1484 1.9010 -3.7790
H -3.8841 -1.4837 -4.8683
H 2.8214 0.4819 -4.3162
H 0.7735 0.3900 -2.8969
H -4.6958 -4.4415 -0.8559
H -4.7785 -3.3794 -4.3952
H -5.5963 -4.2500 -3.1078
H -1.9100 -5.7945 -4.8425
H -0.4671 -1.1576 -6.0635
```

Computed properties:
- Highest occupied orbital energy: -13.93 eV
- LUMO energy: -6.9 eV
- Orbital gap: 7.1 eV
- Relative energy (zero: lowest compared OMol25 entry of this formula, charge and spin): 31.6 kcal per mole
- Total charge: +2